ORCA calculation (ωB97M-V/def2-TZVPD) on a structure of composition C14H14ClNO2Os.

Values from the calculation:
HOMO-LUMO gap (spin up / spin down) = 7.048 / 4.459 eV
HOMO level (spin up / spin down) = -14.0 / -15.7 eV
spin multiplicity = 5
max |F| = 6.3 eV Å⁻¹
total charge = +2

Geometry (Å):
Cl: -2.85 -2.57 -2.93
C: 2.09 -0.92 -1.48
C: 2.21 0.53 -1.54
C: 1.32 1.01 -2.56
H: 2.85 1.16 -0.92
C: 0.63 -0.14 -3.14
C: 1.13 -1.33 -2.47
H: 0.75 -2.33 -2.68
H: 2.64 -1.59 -0.82
H: 1.13 2.05 -2.86
C: -0.34 -0.11 -4.29
Os: 0.12 -0.04 -1.02
C: -0.90 1.55 -0.62
O: -1.52 2.47 -0.25
C: -1.17 -1.37 -0.43
O: -1.91 -2.10 0.08
H: -0.88 0.86 -4.31
H: -1.07 -0.93 -4.18
H: 0.23 -0.22 -5.23
N: 1.00 -0.11 1.10
C: 0.16 0.14 2.23
C: -0.05 1.46 2.62
C: -0.87 1.70 3.74
C: -1.47 0.63 4.41
C: -1.24 -0.68 4.00
C: -0.43 -0.94 2.88
H: 1.78 0.56 1.08
H: 1.39 -1.06 1.16
H: 0.41 2.28 2.06
H: -1.06 2.72 4.05
H: -2.12 0.82 5.28
H: -1.71 -1.52 4.51
H: -0.26 -1.95 2.51


ORCA calculation (ωB97M-V/def2-TZVPD) on an isolated molecule of C6H7N3O.

Values from the calculation:
HOMO-LUMO gap = 9.372 eV
HOMO level = -9.0 eV
structure (SMILES) = [H]/N=C(/NO)c1ccccn1
relative energy (zero: lowest compared OMol25 entry of this formula, charge and spin) = 45.1 kcal/mol
max |F| = 2.4 eV Å⁻¹

Geometry (Å):
C: -1.50 -0.38 0.16
C: -0.04 -0.19 0.00
C: 0.53 1.03 0.38
C: 1.90 1.17 0.31
C: 2.69 0.07 -0.14
C: 1.98 -1.06 -0.46
H: -3.72 -0.45 -0.14
H: -1.97 0.80 -1.46
H: -1.47 -1.73 1.51
H: 0.02 1.87 0.80
H: 2.43 2.09 0.68
H: 3.80 0.14 -0.31
H: 2.59 -1.85 -0.92
N: -2.23 0.53 -0.51
N: -2.08 -1.25 0.85
N: 0.65 -1.30 -0.36
O: -3.58 0.51 -0.40


ORCA calculation (ωB97M-V/def2-TZVPD) on an isolated molecule of C5H9F2NO2.

Values from the calculation:
HOMO-LUMO gap = 6.350 eV
HOMO level = -5.8 eV
relative energy (zero: lowest compared OMol25 entry of this formula, charge and spin) = 111.3 kcal/mol
max |F| = 4.5 eV Å⁻¹

Geometry (Å):
C: -0.64 -1.63 -0.19
C: 1.26 1.40 -1.56
C: -0.12 2.59 0.99
C: -0.26 -3.17 -0.05
C: 0.27 0.74 -0.57
N: -0.37 1.29 0.45
O: 0.24 -0.60 -0.67
O: -1.21 -1.38 1.12
F: -1.47 -3.68 0.36
F: 0.67 -3.45 0.95
H: 2.23 1.18 -1.24
H: 0.77 2.42 -1.52
H: 1.22 0.94 -2.58
H: 0.15 2.45 1.97
H: 0.70 2.93 0.39
H: -1.06 3.14 0.93
H: 0.23 -3.57 -1.01
H: -0.77 0.52 0.96
H: -1.84 -2.11 1.28


ORCA calculation (ωB97M-V/def2-TZVPD) on a cluster of 2 separate species, C5H11N3O2 in total.

Values from the calculation:
HOMO-LUMO gap = 9.510 eV
HOMO level = -8.9 eV
relative energy (zero: lowest compared OMol25 entry of this formula, charge and spin) = 108.5 kcal/mol
max |F| = 5.3 eV Å⁻¹

Geometry (Å):
C: -1.24 -0.24 -1.07
C: -0.21 0.60 -1.58
C: 0.93 -0.49 2.00
C: -0.62 1.95 -2.12
C: 1.36 -2.30 0.45
N: -1.58 1.23 0.87
N: -1.77 0.02 0.07
N: 1.51 -0.94 0.93
O: 0.22 -1.00 2.80
O: 0.93 0.12 -1.71
H: 0.24 2.53 -2.41
H: -1.20 1.70 -2.93
H: -1.27 2.47 -1.44
H: 2.43 -2.80 0.28
H: 0.93 -2.87 1.24
H: 0.66 -2.22 -0.31
H: -1.31 1.00 1.84
H: -0.86 1.77 0.45
H: -2.39 -0.77 0.35
H: 2.13 -0.44 0.31
H: 1.12 0.68 1.99


ORCA calculation (ωB97M-V/def2-TZVPD) on a structure of composition C13H23N3NbO5S.

Values from the calculation:
HOMO-LUMO gap = 7.096 eV
HOMO level = -4.7 eV
max |F| = 2.9 eV Å⁻¹
total charge = -1

Geometry (Å):
C: 5.65 -1.91 1.31
C: 4.07 -1.66 1.34
O: 3.53 -2.50 0.30
C: 3.91 -0.12 1.00
O: 2.57 0.35 1.16
Nb: 1.71 0.98 -0.60
S: 0.57 1.83 -2.69
C: 3.42 2.40 -1.12
N: 4.03 3.06 0.10
C: -0.22 -0.20 -0.13
C: -1.51 0.65 -0.46
C: -2.77 0.27 0.39
O: -2.75 -0.64 1.19
N: -3.97 1.14 0.20
C: -5.13 0.26 0.28
C: -5.24 -0.88 -0.65
C: -6.41 -1.75 -0.52
C: -7.45 -1.55 0.48
C: -7.36 -0.40 1.38
C: -6.20 0.49 1.26
O: 2.53 -0.59 -1.74
N: 2.85 -0.04 -2.94
O: 3.80 -0.57 -3.42
H: 5.91 -3.00 1.35
H: 6.09 -1.34 2.17
H: 6.01 -1.54 0.31
H: 3.68 -1.93 2.36
H: 4.10 -2.36 -0.47
H: 4.53 0.42 1.78
H: 4.34 0.02 -0.02
H: 0.95 2.38 0.29
H: -0.25 0.82 -3.13
H: 4.25 1.76 -1.56
H: 3.16 3.15 -1.91
H: 3.49 2.79 0.92
H: 4.98 2.71 0.23
H: -0.16 -1.15 -0.74
H: -0.15 -0.49 0.95
H: -1.80 0.54 -1.54
H: -1.26 1.72 -0.21
H: -4.01 1.69 1.07
H: -4.43 -1.06 -1.39
H: -6.46 -2.63 -1.21
H: -8.30 -2.27 0.53
H: -8.14 -0.18 2.14
H: -6.16 1.34 1.98


ORCA calculation (ωB97M-V/def2-TZVPD) on a cluster of 8 separate species, C17H45BF4N2O9 in total.

Values from the calculation:
HOMO-LUMO gap = 5.069 eV
HOMO level = -0.8 eV
relative energy (zero: lowest compared OMol25 entry of this formula, charge and spin) = 53.2 kcal/mol
max |F| = 4.2 eV Å⁻¹
total charge = -2

Geometry (Å):
N: 11.42 -5.92 -23.48
H: 10.66 -6.42 -23.93
H: 11.38 -6.22 -22.51
H: 11.25 -4.94 -23.64
H: 12.33 -6.26 -23.74
N: 13.72 -7.17 -20.47
H: 13.94 -7.81 -19.71
H: 12.73 -6.97 -20.45
H: 13.86 -7.57 -21.38
H: 14.16 -6.28 -20.30
C: 8.81 -6.92 -21.46
C: 9.92 -7.02 -20.36
C: 10.13 -8.47 -19.90
O: 11.02 -6.26 -20.61
H: 9.01 -7.41 -22.41
H: 8.61 -5.86 -21.62
H: 7.89 -7.29 -21.01
H: 9.50 -6.61 -19.44
H: 9.18 -8.93 -19.66
H: 10.79 -8.68 -19.06
H: 10.43 -9.14 -20.71
C: 16.14 -6.63 -22.83
C: 14.84 -6.50 -23.70
C: 15.12 -6.33 -25.13
O: 13.87 -7.48 -23.36
H: 16.01 -6.84 -21.77
H: 16.85 -5.80 -22.78
H: 16.82 -7.41 -23.16
H: 14.37 -5.55 -23.43
H: 15.43 -7.32 -25.49
H: 15.99 -5.68 -25.18
H: 14.30 -5.92 -25.72
C: 15.05 -4.08 -17.20
C: 14.28 -3.51 -18.47
C: 15.29 -2.91 -19.45
O: 13.46 -4.48 -19.07
H: 14.44 -4.43 -16.37
H: 15.70 -3.31 -16.79
H: 15.65 -4.97 -17.39
H: 13.62 -2.78 -18.00
H: 14.93 -2.61 -20.44
H: 16.06 -3.66 -19.57
H: 15.75 -2.08 -18.92
B: 14.54 -10.55 -21.70
F: 14.85 -9.90 -20.56
F: 15.35 -10.12 -22.72
F: 14.64 -11.96 -21.49
F: 13.23 -10.21 -21.98
C: 9.48 -4.36 -13.83
C: 8.61 -4.90 -14.97
O: 8.99 -4.47 -16.20
C: 10.05 -4.93 -16.87
O: 10.38 -4.57 -18.00
O: 10.63 -5.95 -16.23
C: 11.75 -6.65 -16.74
H: 9.41 -3.27 -13.76
H: 10.51 -4.68 -14.03
H: 9.15 -4.77 -12.88
H: 7.61 -4.49 -14.83
H: 8.60 -5.99 -14.91
H: 11.26 -7.62 -16.74
H: 12.59 -6.93 -16.11
H: 12.03 -6.36 -17.76
C: 13.18 -12.47 -18.49
C: 12.77 -11.19 -17.86
O: 13.96 -10.62 -17.21
C: 14.28 -9.36 -17.50
O: 13.66 -8.51 -18.12
O: 15.49 -9.21 -17.05
C: 16.04 -7.88 -17.04
H: 13.64 -13.14 -17.77
H: 13.84 -12.19 -19.31
H: 12.21 -12.91 -18.74
H: 12.17 -11.47 -17.00
H: 12.23 -10.55 -18.56
H: 15.61 -7.17 -16.33
H: 15.98 -7.44 -18.03
H: 17.11 -7.96 -16.80


ORCA calculation (ωB97M-V/def2-TZVPD) on a cluster of 14 separate species, C4H35NO14S in total.

Values from the calculation:
HOMO-LUMO gap (spin up / spin down) = 10.489 / 5.112 eV
HOMO level (spin up / spin down) = -13.5 / -13.5 eV
spin multiplicity = 2
relative energy (zero: lowest compared OMol25 entry of this formula, charge and spin) = 66.6 kcal/mol
max |F| = 3.8 eV Å⁻¹
total charge = +1

Geometry (Å):
O: 0.51 -2.66 -1.39
C: 0.70 -2.82 -0.19
N: 0.45 -1.84 0.71
C: 0.10 -0.52 0.14
C: -1.25 0.00 0.53
S: -2.22 0.79 -0.76
C: 1.18 0.41 0.69
H: 1.13 -3.78 0.11
H: 0.54 -2.09 1.68
H: 0.40 -0.68 -0.90
H: -1.98 -0.75 0.85
H: -1.16 0.72 1.36
H: -1.41 0.84 -1.83
H: 2.24 0.33 0.46
H: 1.27 0.42 1.80
H: 0.96 1.47 0.48
H: -0.58 -2.69 -4.32
H: 0.60 -2.42 -3.36
O: 0.35 -2.43 -4.29
H: 4.60 2.55 3.05
H: 3.13 3.06 3.38
O: 3.74 2.30 3.38
H: 1.24 -0.30 4.58
H: 0.09 -0.72 5.37
O: 0.26 -0.24 4.55
H: -1.86 -1.43 3.44
H: -0.51 -1.24 2.85
O: -1.11 -1.94 3.13
H: -2.25 0.45 3.25
H: -3.01 1.73 3.10
O: -2.97 0.83 2.74
H: 1.33 -0.13 -4.42
H: 0.05 -0.63 -3.89
O: 0.61 0.15 -3.85
H: 3.47 -0.97 3.43
H: 3.20 0.52 3.75
O: 2.79 -0.37 3.75
H: -0.89 3.66 -1.44
H: -2.05 3.64 -0.42
O: -1.44 4.22 -0.86
H: 1.06 3.03 -2.99
H: 0.20 1.81 -2.93
O: 0.36 2.65 -2.45
H: 2.32 -1.35 -1.99
H: 3.56 -1.61 -2.96
O: 2.61 -1.66 -2.84
H: -2.05 -0.95 -4.06
H: -1.69 0.29 -4.81
O: -2.37 -0.05 -4.21
H: 1.35 4.83 3.45
H: 0.75 3.64 2.78
O: 1.36 3.86 3.49
H: -2.06 -2.31 -1.90
H: -1.61 -3.68 -2.52
O: -2.29 -3.23 -2.01


ORCA calculation (ωB97M-V/def2-TZVPD) on a cluster of 2 separate species, H2N6O in total.

Values from the calculation:
HOMO-LUMO gap (spin up / spin down) = 8.468 / 8.469 eV
HOMO level (spin up / spin down) = -9.4 / -9.4 eV
relative energy (zero: lowest compared OMol25 entry of this formula, charge and spin) = 60.6 kcal/mol
max |F| = 2.7 eV Å⁻¹

Geometry (Å):
N: 0.73 2.48 -0.52
N: 0.97 1.52 0.00
N: -0.96 -1.06 -0.41
N: -1.65 -0.14 -0.81
N: 1.30 0.46 0.43
N: -0.24 -1.48 0.43
O: 0.02 -2.58 0.85
H: -1.24 0.57 -1.35
H: 1.07 0.22 1.39


ORCA calculation (ωB97M-V/def2-TZVPD) on a structure of composition C29H35BeN5O2.

Values from the calculation:
HOMO-LUMO gap (spin up / spin down) = 6.656 / 4.105 eV
HOMO level (spin up / spin down) = -9.5 / -9.5 eV
spin multiplicity = 2
relative energy (zero: lowest compared OMol25 entry of this formula, charge and spin) = 5.2 kcal/mol
max |F| = 4.1 eV Å⁻¹
total charge = +1

Geometry (Å):
Be: 0.08 0.00 -0.28
C: 0.16 -3.98 -3.00
C: 0.95 -3.03 -2.22
O: 0.15 -2.31 -1.32
H: 0.73 -4.23 -3.90
H: -0.79 -3.56 -3.32
H: 0.07 -4.92 -2.46
H: 1.57 -2.33 -2.78
H: 1.80 -3.53 -1.76
C: -1.83 3.32 2.19
C: -0.26 3.29 1.89
O: 0.10 2.21 0.97
H: -2.16 4.12 2.85
H: -2.10 2.34 2.59
H: -2.58 3.22 1.40
H: 0.20 3.27 2.88
H: 0.10 4.22 1.44
N: -0.76 -1.03 2.14
C: -1.19 -2.32 2.24
C: -1.35 -2.94 3.53
C: -1.10 -2.19 4.67
C: -0.76 -0.82 4.61
C: -0.66 -0.28 3.32
H: -1.32 -3.03 1.44
H: -1.67 -3.94 3.76
H: -1.24 -2.66 5.63
H: -0.54 -0.28 5.52
H: -0.17 0.66 3.10
N: 2.34 -0.55 1.27
C: 3.00 0.56 1.79
C: 3.67 0.62 2.98
C: 3.74 -0.58 3.69
C: 3.23 -1.78 3.17
C: 2.59 -1.75 1.93
H: 2.69 1.43 1.22
H: 4.06 1.57 3.31
H: 4.17 -0.38 4.66
H: 3.46 -2.67 3.73
H: 2.17 -2.65 1.50
N: 2.21 0.96 -1.46
C: 2.18 2.25 -1.88
C: 3.20 2.99 -2.40
C: 4.48 2.39 -2.39
C: 4.58 1.05 -1.97
C: 3.45 0.41 -1.54
H: 1.24 2.79 -1.85
H: 2.95 4.03 -2.56
H: 5.25 2.99 -2.84
H: 5.54 0.58 -1.99
H: 3.46 -0.63 -1.23
N: -0.79 0.89 -2.46
C: -0.52 0.41 -3.68
C: -1.00 0.94 -4.88
C: -1.79 2.10 -4.78
C: -2.03 2.66 -3.61
C: -1.59 2.01 -2.40
H: 0.06 -0.50 -3.72
H: -0.95 0.46 -5.85
H: -2.14 2.51 -5.73
H: -2.60 3.57 -3.60
H: -1.82 2.34 -1.40
N: -2.49 -0.27 -0.27
C: -3.42 0.29 0.53
C: -4.69 -0.26 0.76
C: -5.04 -1.43 0.19
C: -4.26 -1.97 -0.79
C: -3.02 -1.33 -0.98
H: -3.11 1.01 1.28
H: -5.28 0.15 1.56
H: -6.00 -1.80 0.53
H: -4.30 -2.90 -1.33
H: -2.30 -1.80 -1.64


ORCA calculation (ωB97M-V/def2-TZVPD) on a cluster of 7 separate species, C24H44Cl3N8 in total.

Values from the calculation:
HOMO-LUMO gap = 2.593 eV
HOMO level = -6.0 eV
relative energy (zero: lowest compared OMol25 entry of this formula, charge and spin) = 0.0 kcal/mol
max |F| = 2.9 eV Å⁻¹
total charge = +1

Geometry (Å):
C: 0.43 -8.99 12.94
C: 1.28 -8.44 11.79
N: 1.16 -6.98 11.68
C: 0.35 -6.28 10.81
C: 0.60 -4.96 11.05
N: 1.67 -4.89 11.92
C: 2.02 -6.14 12.22
C: 2.38 -3.72 12.32
H: 0.72 -10.05 12.96
H: -0.63 -8.94 12.68
H: 0.83 -8.49 13.82
H: 0.99 -8.80 10.81
H: 2.37 -8.54 11.90
H: -0.28 -6.82 10.12
H: 0.28 -4.05 10.57
H: 2.83 -6.42 12.89
H: 1.66 -2.90 12.32
H: 3.16 -3.42 11.61
H: 2.85 -3.75 13.30
C: 9.20 1.26 13.97
C: 8.58 1.11 12.58
N: 7.64 0.00 12.44
C: 6.85 -0.56 13.39
C: 6.27 -1.68 12.93
N: 6.59 -1.69 11.54
C: 7.45 -0.69 11.31
C: 6.29 -2.75 10.61
H: 8.55 1.84 14.63
H: 10.09 1.89 13.90
H: 9.45 0.31 14.44
H: 9.33 0.93 11.80
H: 8.08 2.02 12.24
H: 6.69 -0.13 14.37
H: 5.73 -2.41 13.51
H: 7.84 -0.39 10.36
H: 7.14 -3.08 10.02
H: 5.49 -2.39 9.96
H: 5.91 -3.64 11.11
C: -3.73 -8.71 12.46
C: -3.95 -7.23 12.58
N: -5.11 -6.81 11.77
C: -6.34 -6.64 12.36
C: -7.13 -6.07 11.39
N: -6.39 -5.99 10.26
C: -5.17 -6.56 10.46
C: -6.78 -5.30 9.05
H: -2.69 -9.01 12.61
H: -3.89 -9.20 11.49
H: -4.28 -9.30 13.19
H: -3.09 -6.79 12.07
H: -3.95 -6.79 13.58
H: -6.49 -6.92 13.39
H: -8.06 -5.55 11.52
H: -4.32 -6.46 9.81
H: -7.83 -5.47 8.82
H: -6.16 -5.48 8.18
H: -6.69 -4.23 9.24
C: -6.24 -11.32 13.06
C: -5.27 -11.63 14.21
N: -4.18 -12.53 13.87
C: -4.34 -13.82 13.49
C: -3.11 -14.29 13.15
N: -2.20 -13.30 13.39
C: -2.85 -12.20 13.80
C: -0.76 -13.47 13.19
H: -7.06 -10.80 13.56
H: -6.77 -12.13 12.56
H: -5.88 -10.61 12.31
H: -5.74 -12.16 15.05
H: -4.91 -10.74 14.71
H: -5.32 -14.27 13.39
H: -2.80 -15.30 12.95
H: -2.48 -11.23 14.08
H: -0.34 -13.72 14.17
H: -0.43 -12.56 12.69
H: -0.42 -14.35 12.66
Cl: 3.07 -8.68 15.22
Cl: 2.70 -11.81 11.85
Cl: 4.72 -8.08 10.68


ORCA calculation (ωB97M-V/def2-TZVPD) on a cluster of 4 separate species, C3H12BrN6O3 in total.

Values from the calculation:
HOMO-LUMO gap = 8.134 eV
HOMO level = -5.3 eV
relative energy (zero: lowest compared OMol25 entry of this formula, charge and spin) = 57.2 kcal/mol
max |F| = 8.1 eV Å⁻¹
total charge = -1

Geometry (Å):
Br: -4.24 1.43 -12.51
C: -5.96 2.80 -16.16
O: -6.60 1.93 -15.62
N: -6.07 3.05 -17.38
N: -5.00 3.48 -15.55
H: -6.64 2.51 -18.02
H: -5.26 3.49 -17.79
H: -4.40 4.04 -16.15
H: -4.79 3.26 -14.59
C: -0.94 1.56 -14.90
O: 0.07 1.97 -15.51
N: -2.13 1.85 -15.10
N: -0.90 0.66 -13.92
H: -2.24 2.45 -15.90
H: -2.85 1.71 -14.40
H: -1.80 0.38 -13.55
H: -0.10 0.43 -13.34
C: -3.45 -0.80 -8.81
O: -3.51 -1.29 -7.72
N: -2.52 -1.10 -9.61
N: -4.44 -0.03 -9.35
H: -1.70 -1.46 -9.13
H: -2.53 -0.59 -10.48
H: -4.26 0.28 -10.29
H: -5.28 0.30 -8.90